Entry from the Open Molecules 2025 dataset: a cluster of 2 separate species, C6H8N2O2 in total at a distorted geometry (ωB97M-V with the def2-TZVPD basis set).

Properties
HOMO energy = -9.29 eV
maximum force = 2.31 eV/Å
relative energy (zero: lowest compared OMol25 entry of this formula, charge and spin) = 72.5 kJ/mol
net charge = 0
orbital gap = 9.545 eV

```
18
Properties=species:S:1:pos:R:3:forces:R:3
N 0.156 5.379 -0.236 -0.28 1.03 -0.26
C 0.348 4.091 0.019 1.16 -1.27 0.34
C 1.551 3.455 0.251 -0.73 1.18 -0.48
C 1.338 2.073 0.497 1.27 -1.89 0.40
O 2.162 1.186 0.724 -1.14 1.18 -0.31
C -0.191 1.802 0.488 -0.30 -0.07 0.33
C -0.822 3.144 0.075 -0.25 0.09 -0.03
C -0.551 0.657 -0.351 0.01 -0.63 -0.83
N -0.796 -0.231 -1.053 0.15 0.92 0.83
H -0.770 5.751 -0.390 0.26 -0.12 0.01
H 0.935 6.015 -0.339 -0.22 -0.20 0.08
H 2.533 3.921 0.189 -0.27 -0.18 0.14
H -0.469 1.541 1.521 0.10 0.10 -0.26
H -1.568 3.493 0.801 0.11 -0.09 -0.16
H -1.311 3.100 -0.907 0.11 -0.05 0.21
O -2.655 -2.442 0.321 0.37 0.21 0.36
H -2.101 -2.035 1.018 -0.36 -0.32 -0.79
H -2.198 -2.268 -0.516 -0.01 0.14 0.43
```
Positions in Å, forces in eV/Å.

Here are the Löwdin charges for atoms 1 to 8, given in e:
1. N 0.1523
2. C -0.3193
3. C 0.0325
4. C -0.4014
5. O 0.0584
6. C -0.2028
7. C -0.0739
8. C -0.1529